Record 1
Computed, not measured: a single C16H27NO3 molecule, with wB97M-V/def2-TZVPD.

Last column: natural (NBO) charge in e.
Positions of all 47 atoms, in Å:
H  1.292  -3.530  2.648  0.22
C  1.232  0.317  2.695  -0.42
H  -0.985  1.591  1.140  0.20
H  -0.333  -0.430  1.412  0.23
H  -3.569  1.624  0.198  0.19
H  -1.163  2.607  -0.284  0.21
H  0.393  -0.246  -2.497  0.21
C  -3.223  0.593  0.097  -0.39
H  -0.542  2.051  -2.813  0.19
C  0.396  0.165  -4.601  -0.60
C  -3.229  -0.090  1.460  -0.61
O  1.749  -2.200  -0.985  -0.69
H  2.399  -1.755  1.438  0.23
C  1.308  -1.800  1.363  -0.32
H  2.307  0.515  2.621  0.23
H  -4.238  -0.110  1.865  0.22
O  2.431  0.247  -0.168  -0.70
H  -1.425  -0.423  -0.506  0.21
C  0.725  -2.605  2.524  -0.45
H  -2.879  -1.116  1.369  0.21
H  0.879  0.832  -5.312  0.20
H  -0.681  0.299  -4.684  0.20
H  0.634  -0.860  -4.872  0.22
C  0.866  0.458  -3.182  -0.40
N  0.500  1.391  -0.312  -0.43
O  -0.075  -3.095  -0.115  -0.59
C  0.537  1.889  -2.765  -0.40
H  0.524  -2.420  4.698  0.21
C  0.961  -0.542  3.891  -0.21
H  2.137  2.081  -1.339  0.24
C  0.728  -1.841  3.808  -0.16
H  0.831  3.271  -1.128  0.19
H  -3.926  0.070  -0.553  0.21
C  1.055  2.225  -1.366  -0.22
H  0.736  1.285  2.815  0.21
H  0.970  -0.040  4.848  0.21
H  -2.595  0.431  2.175  0.19
H  2.374  -1.470  -0.779  0.52
C  1.283  0.444  0.230  0.73
C  -0.888  1.604  0.052  -0.22
C  0.920  -2.437  0.029  0.80
C  0.753  -0.363  1.406  -0.31
H  -0.300  -2.897  2.271  0.24
H  -1.968  0.807  -1.635  0.21
H  1.944  0.306  -3.116  0.20
H  1.003  2.586  -3.464  0.21
C  -1.848  0.581  -0.575  -0.41

Results
Total charge: 0
Highest occupied orbital energy (eV): -9.39
Calculated total energy (eV): -24664.030
LUMO level (eV): 0.72
Relative energy (zero: lowest compared OMol25 entry of this formula, charge and spin) (kJ/mol): 45.0
Gap between HOMO and LUMO (eV): 10.118
Structure (SMILES): CCCCN(CCCC)C(=O)[C@@H]1CC=CC[C@H]1C(=O)O

Record 2
Computed, not measured: 2 unconnected molecules or ions with the total composition C4H4O in a non-equilibrium geometry, with wB97M-V/def2-TZVPD.

Last column: natural (NBO) charge in e.
Positions of all 9 atoms, in Å:
O  1.550  0.827  -0.916  -0.48
H  -0.616  1.422  -1.243  0.23
H  1.847  -1.978  0.075  0.25
C  1.200  -1.250  0.304  -0.77
C  -1.835  0.693  0.398  -0.27
H  -2.707  0.565  1.082  0.24
C  -1.408  1.216  -0.597  -0.21
H  0.523  -1.352  1.175  0.27
C  1.445  -0.143  -0.279  0.73

Results
Total charge: 0
Highest occupied orbital energy (eV): -9.50
Calculated total energy (eV): -6256.230
LUMO level (eV): 0.90
Relative energy (zero: lowest compared OMol25 entry of this formula, charge and spin) (kJ/mol): 303.9
Gap between HOMO and LUMO (eV): 10.396
Structure (SMILES): C=C=O.C#C

Record 3
Computed, not measured: a gas-phase ion, C7H12FN2 (charge +1) in a non-equilibrium geometry, with wB97M-V/def2-TZVPD.

Last column: natural (NBO) charge in e.
Positions of all 22 atoms, in Å:
H  -0.560  1.313  -1.250  0.19
H  -0.673  3.768  -0.193  0.25
H  3.280  -2.940  -1.739  0.29
H  -1.988  1.529  -0.391  0.24
H  -0.948  -0.669  0.305  0.22
F  4.389  0.572  1.103  -0.24
C  -0.454  2.789  0.370  -0.61
H  0.246  -1.518  -0.881  0.39
C  0.925  0.000  0.275  0.22
H  1.501  -2.896  -2.064  0.20
H  -0.636  0.505  1.571  0.24
H  2.744  -1.932  -3.123  0.28
H  1.889  1.515  1.435  0.31
N  2.151  -1.208  -1.235  -0.08
N  1.079  -0.913  -0.727  -0.18
C  -0.959  1.541  -0.255  -0.40
H  0.604  2.737  0.457  0.19
C  2.019  0.621  0.791  -0.44
C  -0.487  0.342  0.474  -0.43
C  2.355  -2.284  -2.046  -0.49
C  3.211  0.060  1.152  0.64
H  -0.921  2.882  1.345  0.22

Results
Total charge: +1
Highest occupied orbital energy (spin up / spin down) (eV): -13.50 / -12.77
Calculated total energy (eV): -13138.004
LUMO level (spin up / spin down) (eV): -5.79 / -5.61
Relative energy (zero: lowest compared OMol25 entry of this formula, charge and spin) (kJ/mol): 577.0
Gap between HOMO and LUMO (spin up / spin down) (eV): 7.708 / 7.158

Record 4
Computed, not measured: a single C4H8O2 molecule, with wB97M-V/def2-TZVPD.

Last column: natural (NBO) charge in e.
Positions of all 14 atoms, in Å:
O  -1.581  -1.459  1.432  -0.59
H  -0.672  2.263  -0.087  0.21
H  1.592  1.513  -0.159  0.21
H  1.259  0.275  -1.359  0.21
C  -0.919  -1.966  0.564  0.65
C  0.793  -0.305  0.631  -0.09
O  0.239  -1.516  0.074  -0.51
C  -0.493  1.412  -0.751  -0.61
H  -1.184  -2.896  0.039  0.12
C  0.859  0.754  -0.458  -0.42
H  1.792  -0.575  0.985  0.19
H  -1.321  0.710  -0.609  0.21
H  -0.543  1.779  -1.781  0.21
H  0.178  0.009  1.479  0.21

Results
Total charge: 0
Highest occupied orbital energy (eV): -10.75
Calculated total energy (eV): -8372.649
LUMO level (eV): 1.00
Relative energy (zero: lowest compared OMol25 entry of this formula, charge and spin) (kJ/mol): 61.1
Gap between HOMO and LUMO (eV): 11.751
Structure (SMILES): CCCOC=O

Record 5
Computed, not measured: a molecular structure, C18H26BBaN7O in a non-equilibrium geometry, with wB97M-V/def2-TZVPD.

Last column: Löwdin charge in e.
Positions of all 54 atoms, in Å:
H  1.128  0.284  4.566  0.08
H  0.263  -5.832  -0.882  0.08
C  -1.610  2.572  0.000  -0.62
Ba  -0.136  0.185  0.000  1.78
O  -2.831  2.391  0.000  -0.18
H  0.263  -5.832  0.882  0.08
H  2.448  1.086  3.714  0.08
H  3.327  -1.842  -4.084  0.11
C  3.336  -4.030  2.090  -0.02
H  2.633  -4.863  2.058  0.08
C  -3.598  -1.733  0.000  -0.02
B  1.248  -2.989  0.000  -0.53
H  -3.627  -1.086  -0.878  0.08
H  0.817  1.121  3.037  0.06
H  -3.148  -4.693  0.000  0.11
H  1.128  0.284  -4.566  0.08
H  4.698  -0.510  0.000  0.09
C  -0.973  -4.314  0.000  -0.27
H  -0.522  4.219  0.882  0.04
C  2.618  -2.724  2.189  -0.27
C  -2.321  -4.001  0.000  0.02
C  3.133  0.976  0.000  -0.05
C  2.618  -2.724  -2.189  -0.27
H  -1.997  4.733  0.000  0.05
C  3.336  -4.030  -2.091  -0.02
H  3.327  -1.842  4.084  0.11
H  3.978  -4.150  -2.960  0.08
H  -3.627  -1.086  0.878  0.08
C  2.711  -1.785  -3.202  0.01
N  1.731  -2.260  -1.283  0.01
N  1.249  -1.060  -1.683  -0.15
H  0.817  1.121  -3.037  0.06
C  1.535  0.506  -3.580  -0.02
H  -1.153  -6.418  0.000  0.08
H  -4.489  -2.357  0.000  0.08
H  2.448  1.086  -3.714  0.08
C  -2.381  -2.602  0.000  -0.35
N  1.249  -1.060  1.683  -0.15
C  2.711  -1.785  3.202  0.01
C  1.535  0.506  3.580  -0.02
H  3.978  -4.150  2.960  0.08
C  1.827  -0.759  2.840  -0.37
C  1.827  -0.759  -2.840  -0.37
H  -0.522  4.219  -0.882  0.04
H  3.952  -4.084  1.192  0.07
C  -0.358  -5.675  0.000  -0.02
N  -1.148  -2.107  0.000  -0.15
N  -0.286  -3.153  0.000  0.01
H  1.736  -4.075  0.000  0.11
C  -1.144  4.040  0.000  -0.17
N  3.989  0.193  0.000  0.10
H  2.633  -4.863  -2.058  0.08
N  1.731  -2.260  1.282  0.01
H  3.952  -4.084  -1.192  0.07

Results
Total charge: 0
Highest occupied orbital energy (eV): -5.40
Calculated total energy (eV): -32937.568
LUMO level (eV): 0.21
Relative energy (zero: lowest compared OMol25 entry of this formula, charge and spin) (kJ/mol): 0.0
Gap between HOMO and LUMO (eV): 5.616

Record 6
Computed, not measured: a single C5H10NO2P molecule in a non-equilibrium geometry, with wB97M-V/def2-TZVPD.

Last column: natural (NBO) charge in e.
Positions of all 19 atoms, in Å:
C  0.537  -0.183  1.303  -0.26
N  -1.512  0.645  2.343  -0.69
C  0.389  -1.238  -2.582  -1.08
H  0.808  -1.975  -3.345  0.25
H  -0.005  -0.304  -3.041  0.22
C  -0.400  0.931  -0.203  -0.43
H  -0.550  -1.822  -2.356  0.21
C  -0.355  1.055  1.371  -0.07
H  -1.321  1.086  -0.619  0.21
H  0.172  1.844  -0.596  0.25
C  0.470  -0.332  -0.029  -0.23
H  -2.167  0.053  1.889  0.43
H  -1.097  0.313  3.196  0.43
H  -2.245  1.283  2.598  0.41
O  2.318  0.300  -1.809  -1.13
H  0.986  -0.579  2.090  0.20
H  -0.044  1.907  1.967  0.20
P  1.633  -0.889  -1.320  2.19
O  2.381  -2.097  -0.858  -1.13

Results
Total charge: 0
Highest occupied orbital energy (eV): -8.17
Calculated total energy (eV): -20217.840
LUMO level (eV): -1.14
Relative energy (zero: lowest compared OMol25 entry of this formula, charge and spin) (kJ/mol): 332.4
Gap between HOMO and LUMO (eV): 7.034
Structure (SMILES): C[P@](=O)([O-])C1=C[C@H]([NH3+])C1